# 1
Entry from the OMol25 dataset: the molecule H2INS at a distorted geometry (ωB97M-V/def2-TZVPD).

Last column: Löwdin spin population.
Positions of all 5 atoms, in Å:
N  0.965  0.606  -0.133  0.760
S  0.056  -0.733  -0.178  0.485
I  -2.295  -0.056  0.048  0.717
H  0.812  1.360  -0.904  0.014
H  0.462  -1.177  1.167  0.025

F_max (eV/A): 4.771
Expectation value of S²: 2.008
Multiplicity: 3
ΔE to the lowest compared entry with this formula, charge and spin (kcal/mol): 39.83
HOMO-LUMO gap (spin up / spin down) (Eh): 0.26174 / 0.25735


# 2
Entry from the OMol25 dataset: a cluster of 2 separate species, C4H11ClSi2 in total at a distorted geometry (ωB97M-V/def2-TZVPD).

Last column: Löwdin charge in e.
Positions of all 18 atoms, in Å:
C  -0.035  0.719  -1.112  -0.196
C  -0.191  0.295  1.001  -0.327
C  0.789  1.117  0.192  -0.468
C  -0.883  -0.228  -0.229  -0.357
Si  2.555  0.442  -0.013  0.664
Si  -1.956  -1.845  -0.212  0.636
Cl  -2.967  1.288  0.169  -0.064
H  -0.626  1.477  -1.508  0.072
H  0.544  0.247  -1.863  0.074
H  0.209  -0.452  1.780  0.136
H  -0.637  0.894  1.783  0.100
H  0.820  2.239  0.328  0.116
H  3.198  1.356  1.186  -0.026
H  3.048  0.293  -1.435  -0.065
H  2.617  -0.966  0.362  -0.089
H  -1.318  -2.979  -0.862  -0.105
H  -3.385  -1.873  -0.827  -0.049
H  -1.780  -2.025  1.259  -0.051

F_max (eV/A): 2.862
ΔE to the lowest compared entry with this formula, charge and spin (kcal/mol): 36.27
HOMO-LUMO gap (Eh): 0.29282


# 3
Entry from the OMol25 dataset: a structure of composition C5H11N3 at a distorted geometry (ωB97M-V/def2-TZVPD).

Last column: Löwdin charge in e.
Positions of all 19 atoms, in Å:
C  0.321  -0.192  -0.051  -0.444
C  0.280  2.420  -1.343  -0.075
N  -0.921  -0.389  0.483  0.008
C  -0.394  1.086  -1.287  -0.315
N  1.274  0.355  0.792  0.063
C  -0.846  -1.944  1.316  -0.070
C  0.176  -2.576  1.874  -0.044
N  -1.234  0.631  -2.097  0.088
H  -1.661  -0.546  -0.188  0.059
H  0.755  -0.947  -0.712  0.135
H  0.910  0.953  1.522  0.096
H  2.059  -0.234  1.022  0.075
H  -1.504  1.259  -2.865  0.054
H  -1.854  -2.342  1.379  0.070
H  0.188  2.895  -0.367  0.070
H  1.346  2.280  -1.531  0.075
H  -0.144  3.067  -2.118  0.071
H  0.040  -3.474  2.467  0.049
H  1.210  -2.302  1.704  0.034

F_max (eV/A): 7.316
ΔE to the lowest compared entry with this formula, charge and spin (kcal/mol): 87.62
HOMO-LUMO gap (Eh): 0.33106


# 4
Entry from the OMol25 dataset: a structure of composition C33H30Br2IrN4O3S2 (ωB97M-V/def2-TZVPD).

Last column: Löwdin spin population.
Positions of all 75 atoms, in Å:
Ir  0.454  -1.814  -1.535  0.036
O  5.116  0.841  -0.772  0.005
C  4.186  1.800  -0.821  0.010
C  4.624  3.109  -0.603  -0.001
C  3.736  4.158  -0.639  0.009
C  2.373  3.940  -0.885  0.002
C  1.930  2.660  -1.093  0.004
C  2.817  1.565  -1.066  0.005
C  2.280  0.233  -1.281  0.021
O  0.984  0.118  -1.408  0.005
N  3.102  -0.807  -1.334  0.030
N  2.437  -1.989  -1.490  0.081
C  3.106  -3.085  -1.547  -0.039
C  2.497  -4.395  -1.670  0.123
C  3.363  -5.472  -1.726  -0.006
C  2.908  -6.788  -1.811  0.222
C  1.524  -7.066  -1.843  -0.005
C  0.628  -6.040  -1.793  0.124
C  1.063  -4.678  -1.707  0.100
O  0.130  -3.811  -1.674  0.259
H  4.700  -0.020  -0.966  0.000
H  5.679  3.265  -0.420  0.000
H  4.099  5.165  -0.480  0.000
H  1.687  4.774  -0.924  0.000
H  0.887  2.468  -1.304  0.000
H  4.187  -3.012  -1.490  -0.003
H  4.428  -5.281  -1.699  -0.003
H  3.626  -7.596  -1.851  0.010
H  1.171  -8.086  -1.908  -0.003
H  -0.438  -6.215  -1.817  0.004
S  0.375  -1.835  0.723  0.000
C  -0.725  -0.556  0.981  0.000
N  -0.868  0.010  2.143  0.000
C  -1.905  1.038  2.348  0.000
C  -1.998  1.891  1.118  0.000
N  -2.239  1.031  -0.053  0.001
C  -3.147  1.596  -1.078  0.000
C  -4.547  1.701  -0.531  0.000
C  -5.131  2.943  -0.321  0.000
C  -6.418  3.029  0.196  0.000
C  -7.117  1.874  0.508  0.000
C  -6.535  0.628  0.299  0.000
C  -5.254  0.542  -0.221  0.000
C  -1.632  -0.115  -0.166  0.000
S  -1.837  -1.185  -1.470  -0.001
C  -0.022  -0.290  3.319  0.000
C  0.798  0.924  3.666  0.000
C  0.704  1.507  4.922  0.000
C  1.468  2.627  5.225  0.000
C  2.315  3.168  4.270  0.000
C  2.408  2.589  3.009  0.000
C  1.652  1.467  2.709  0.000
H  -1.610  1.634  3.208  0.000
H  -2.856  0.543  2.561  0.000
H  -1.077  2.457  0.957  0.000
H  -2.837  2.580  1.199  0.000
H  -3.101  0.957  -1.955  0.000
H  -2.749  2.578  -1.340  0.000
H  -4.589  3.848  -0.574  0.000
H  -6.874  3.998  0.349  0.000
H  -8.120  1.940  0.908  0.000
H  -7.087  -0.273  0.531  0.000
H  -4.810  -0.432  -0.403  0.000
H  0.605  -1.145  3.080  0.000
H  -0.688  -0.575  4.135  0.000
H  0.045  1.083  5.671  0.000
H  1.400  3.075  6.207  0.000
H  2.909  4.041  4.508  0.000
H  3.074  3.003  2.264  0.000
H  1.739  1.009  1.727  0.000
Br  0.668  -1.533  -4.149  0.007
C  -0.611  -2.616  -5.186  0.001
Br  -2.034  -3.366  -4.181  0.002
H  -0.020  -3.404  -5.634  0.000
H  -1.006  -1.926  -5.920  0.000

F_max (eV/A): 0.682
Expectation value of S²: 0.801
Multiplicity: 2
ΔE to the lowest compared entry with this formula, charge and spin (kcal/mol): 0.00
Total charge: +2
HOMO-LUMO gap (spin up / spin down) (Eh): 0.23501 / 0.17178


# 5
Entry from the OMol25 dataset: a cluster of 4 separate species, C8H24O4 in total at a distorted geometry (ωB97M-V/def2-TZVPD).

Last column: Löwdin spin population.
Positions of all 36 atoms, in Å:
C  2.128  1.907  2.462  0.000
C  0.717  1.715  3.012  0.000
O  0.748  1.850  4.358  0.000
H  2.251  1.820  1.382  0.000
H  2.761  1.105  2.842  0.000
H  2.530  2.902  2.656  0.000
H  0.399  0.702  2.768  0.000
H  0.110  2.492  2.547  0.000
H  0.692  0.960  4.715  0.000
C  -2.721  0.354  0.568  0.000
C  -1.286  -0.152  0.445  0.000
O  -1.226  -0.829  -0.788  0.001
H  -2.700  0.956  1.476  0.000
H  -3.370  -0.520  0.628  0.000
H  -3.048  0.993  -0.252  0.000
H  -1.134  -0.932  1.191  0.000
H  -0.659  0.738  0.391  0.000
H  -0.496  -0.505  -1.320  0.000
C  -1.085  2.123  -2.833  0.000
C  0.441  1.828  -2.689  0.000
O  0.800  0.479  -2.268  0.000
H  -1.722  1.948  -1.966  0.000
H  -1.408  1.576  -3.719  0.000
H  -1.314  3.115  -3.222  0.000
H  0.851  2.471  -1.910  0.000
H  0.878  2.046  -3.663  0.000
H  1.726  0.452  -2.018  0.000
C  1.357  -3.385  -0.048  0.076
C  0.329  -3.899  -1.053  0.090
O  -1.050  -3.690  -0.582  0.778
H  2.367  -3.668  -0.346  0.007
H  1.259  -3.567  1.023  -0.001
H  1.250  -2.303  -0.129  0.000
H  0.522  -4.968  -1.148  0.000
H  0.347  -3.364  -2.003  0.036
H  -1.244  -2.753  -0.505  0.011

F_max (eV/A): 3.496
Expectation value of S²: 0.754
Multiplicity: 2
ΔE to the lowest compared entry with this formula, charge and spin (kcal/mol): 39.49
Total charge: +1
HOMO-LUMO gap (spin up / spin down) (Eh): 0.35448 / 0.10436


# 6
Entry from the OMol25 dataset: a structure of composition C11H9BaN3O4S at a distorted geometry (ωB97M-V/def2-TZVPD).

Last column: Löwdin charge in e.
Positions of all 29 atoms, in Å:
Ba  1.006  2.596  0.493  1.995
C  3.701  -2.365  -0.790  -0.037
N  2.282  -2.314  -0.492  -0.130
C  1.530  -3.343  0.039  -0.033
C  0.264  -2.906  0.133  -0.034
N  0.240  -1.593  -0.331  0.006
C  1.505  -1.231  -0.730  -0.744
S  2.048  0.167  -1.489  0.528
C  -0.966  -0.828  -0.407  -0.265
C  -2.131  -1.482  -0.790  0.002
C  -3.312  -0.758  -0.813  -0.041
C  -3.284  0.578  -0.453  -0.033
C  -2.072  1.137  -0.088  -0.117
N  -0.923  0.450  -0.062  0.034
H  4.054  -3.373  -0.588  0.092
H  4.239  -1.651  -0.169  0.094
H  3.865  -2.113  -1.835  0.082
H  1.974  -4.284  0.309  0.126
H  -0.608  -3.381  0.535  0.124
H  -2.105  -2.513  -1.100  0.114
H  -4.235  -1.234  -1.113  0.115
H  -4.175  1.188  -0.444  0.116
H  -2.030  2.172  0.239  0.098
O  1.109  3.870  2.638  -0.190
C  -0.082  4.026  2.263  -0.773
O  -0.837  3.021  2.130  -0.205
C  -0.337  5.179  1.277  -0.637
O  -0.830  6.253  1.515  0.076
O  0.108  4.734  0.122  -0.363

F_max (eV/A): 2.605
ΔE to the lowest compared entry with this formula, charge and spin (kcal/mol): 0.00
HOMO-LUMO gap (Eh): 0.28514


# 7
Entry from the OMol25 dataset: a structure of composition C25H28F5O3Sn at a distorted geometry (ωB97M-V/def2-TZVPD).

Last column: Löwdin charge in e.
Positions of all 62 atoms, in Å:
O  0.223  -0.097  -5.687  -0.115
C  0.024  1.207  -6.272  -0.170
C  -0.220  0.615  -7.655  -0.074
H  0.913  1.835  -6.175  0.113
H  -0.825  1.728  -5.823  0.109
C  -0.002  -0.755  -6.982  -0.567
H  0.518  0.873  -8.411  0.113
H  -1.218  0.769  -8.060  0.113
C  1.235  -1.501  -7.420  -0.021
H  2.101  -0.841  -7.428  0.089
H  1.105  -1.910  -8.422  0.094
H  1.444  -2.326  -6.740  0.086
C  -1.220  -1.645  -6.919  -0.023
H  -2.090  -1.086  -6.580  0.086
H  -1.054  -2.468  -6.224  0.085
H  -1.442  -2.067  -7.900  0.094
Sn  -0.339  -0.421  2.327  1.416
C  -2.297  -0.912  3.573  -0.159
C  -1.999  0.451  3.747  -0.148
C  -2.176  1.089  2.497  -0.139
H  -1.665  0.925  4.652  0.117
C  -2.585  0.119  1.565  -0.144
C  -2.642  -1.124  2.217  -0.151
H  -2.897  -2.069  1.767  0.131
H  -2.257  -1.664  4.340  0.131
H  -1.980  2.126  2.294  0.129
H  -2.773  0.292  0.519  0.122
C  0.767  -1.860  3.876  -0.143
C  -0.003  -2.657  2.997  -0.153
C  0.526  -2.524  1.699  -0.148
H  -0.849  -3.265  3.267  0.131
C  1.645  -1.659  1.786  -0.138
C  1.794  -1.266  3.124  -0.132
H  2.511  -0.556  3.491  0.130
H  0.596  -1.723  4.931  0.121
H  0.168  -3.026  0.817  0.126
H  2.244  -1.309  0.964  0.129
O  -0.014  0.178  0.185  -0.276
C  -0.385  -0.702  -0.898  -0.164
C  -0.697  0.202  -2.074  -0.125
H  -1.226  -1.309  -0.573  0.120
H  0.459  -1.362  -1.107  0.135
C  0.228  1.385  -1.820  -0.128
H  -1.739  0.521  -2.042  0.125
H  -0.524  -0.291  -3.028  0.119
C  0.159  1.532  -0.316  -0.126
H  -0.084  2.292  -2.333  0.131
H  1.244  1.149  -2.136  0.131
H  -0.700  2.125  -0.001  0.129
H  1.045  1.942  0.152  0.138
F  2.316  2.501  8.506  0.120
C  1.874  2.126  7.279  -0.115
C  2.351  2.758  6.133  -0.105
F  3.269  3.748  6.252  0.120
C  1.890  2.374  4.866  -0.121
F  2.377  3.012  3.773  0.105
C  0.940  1.350  4.704  -0.175
O  0.572  1.079  3.392  -0.211
C  0.459  0.716  5.911  -0.126
F  -0.484  -0.253  5.972  0.056
C  0.931  1.116  7.165  -0.114
F  0.457  0.513  8.286  0.117

F_max (eV/A): 1.426
ΔE to the lowest compared entry with this formula, charge and spin (kcal/mol): 0.00
Total charge: +1
HOMO-LUMO gap (Eh): 0.24695


Q: Among the records above, which one has the lowest F_max?
A: C33H30Br2IrN4O3S2


Q: Number 2 is which compound?
A: C4H11ClSi2


Please write out number 2 again, unchanged.
Entry from the OMol25 dataset: a cluster of 2 separate species, C4H11ClSi2 in total at a distorted geometry (ωB97M-V/def2-TZVPD).

Last column: Löwdin charge in e.
Positions of all 18 atoms, in Å:
C  -0.035  0.719  -1.112  -0.196
C  -0.191  0.295  1.001  -0.327
C  0.789  1.117  0.192  -0.468
C  -0.883  -0.228  -0.229  -0.357
Si  2.555  0.442  -0.013  0.664
Si  -1.956  -1.845  -0.212  0.636
Cl  -2.967  1.288  0.169  -0.064
H  -0.626  1.477  -1.508  0.072
H  0.544  0.247  -1.863  0.074
H  0.209  -0.452  1.780  0.136
H  -0.637  0.894  1.783  0.100
H  0.820  2.239  0.328  0.116
H  3.198  1.356  1.186  -0.026
H  3.048  0.293  -1.435  -0.065
H  2.617  -0.966  0.362  -0.089
H  -1.318  -2.979  -0.862  -0.105
H  -3.385  -1.873  -0.827  -0.049
H  -1.780  -2.025  1.259  -0.051

F_max (eV/A): 2.862
ΔE to the lowest compared entry with this formula, charge and spin (kcal/mol): 36.27
HOMO-LUMO gap (Eh): 0.29282


Q: What is the F_max in the sixth record?
A: 2.605 eV/A